1.
{"formula": "C37H34IN6O5S4Y", "method": "wB97M-V/def2-TZVPD", "symbols": ["Y", "C", "C", "N", "N", "C", "N", "S", "C", "C", "C", "C", "C", "N", "H", "H", "H", "H", "H", "H", "H", "H", "H", "H", "C", "C", "N", "C", "C", "C", "O", "C", "C", "N", "C", "C", "C", "C", "C", "C", "I", "C", "O", "H", "H", "H", "H", "H", "H", "H", "H", "H", "H", "H", "H", "C", "O", "C", "O", "H", "H", "H", "O", "C", "C", "C", "C", "C", "S", "C", "C", "C", "C", "S", "C", "C", "C", "C", "S", "H", "H", "H", "H", "H", "H", "H", "H", "H"], "coordinates": [[-0.529627, 0.394573, 0.015732], [2.394866, 4.158376, -0.514995], [1.928091, 2.799101, -0.097028], [1.452103, 1.920413, -0.893921], [1.375358, 2.181003, -2.217148], [1.026504, 1.191183, -3.079637], [0.905864, 1.589393, -4.367543], [0.849002, -0.397057, -2.623736], [2.153840, 2.326759, 1.293811], [2.878928, 3.098200, 2.194652], [3.217734, 2.560860, 3.426821], [2.824955, 1.270195, 3.714454], [2.072159, 0.585691, 2.769748], [1.727832, 1.089627, 1.591850], [1.809003, 4.550878, -1.345082], [3.446094, 4.127930, -0.811107], [2.274694, 4.873068, 0.293510], [1.389045, 3.137522, -2.540910], [0.526537, 2.513874, -4.515369], [0.494349, 0.888407, -4.962386], [3.190677, 4.098514, 1.939045], [3.785115, 3.143899, 4.139401], [3.069505, 0.793858, 4.653134], [1.718112, -0.410770, 2.990040], [-3.613547, -1.097267, -3.004472], [-4.062385, -1.261285, -1.586275], [-5.338989, -1.371771, -1.326684], [-5.754965, -1.532018, -0.049722], [-4.898827, -1.621986, 1.012633], [-5.409698, -1.796578, 2.418541], [-6.793753, -1.493952, 2.465694], [-3.508328, -1.499537, 0.765625], [-2.542680, -1.746365, 1.806617], [-1.311116, -1.369672, 1.782100], [-0.466178, -1.879336, 2.785807], [-0.765647, -1.766902, 4.142575], [0.094899, -2.287010, 5.096452], [1.260477, -2.932547, 4.709299], [1.585286, -3.027127, 3.363589], [0.736036, -2.485820, 2.411350], [1.311821, -2.406688, 0.403662], [-3.066278, -1.275769, -0.551997], [-1.820142, -1.113768, -0.856262], [-4.480275, -0.933549, -3.640767], [-3.088358, -1.994544, -3.340754], [-2.910392, -0.269307, -3.099012], [-6.823883, -1.580801, 0.099832], [-4.855084, -1.133658, 3.096205], [-5.238020, -2.830739, 2.750427], [-7.113035, -1.670421, 3.354510], [-2.875704, -2.372661, 2.640663], [-1.663645, -1.237861, 4.437487], [-0.146887, -2.184509, 6.145909], [1.927991, -3.347994, 5.451648], [2.507262, -3.500808, 3.055363], [-3.984098, 2.390342, -1.902831], [-2.951707, 1.735931, -1.160298], [-1.662430, 1.704452, -1.655998], [-1.442564, 2.221239, -2.744893], [-4.602540, 2.928276, -1.185201], [-4.592527, 1.643858, -2.416531], [-3.554802, 3.076231, -2.631391], [-1.152768, 1.743546, 1.475812], [-1.752621, 2.834709, 2.069509], [-3.258582, 2.853804, 1.803660], [-4.057567, 1.754615, 1.775838], [-5.436028, 2.062912, 1.644298], [-5.658328, 3.405175, 1.600248], [-4.195410, 4.290600, 1.686207], [-1.587931, 2.710200, 3.585159], [-0.758968, 1.845638, 4.228456], [-0.828426, 1.950044, 5.644823], [-1.720874, 2.893987, 6.046437], [-2.489408, 3.647629, 4.713252], [-1.090926, 4.126442, 1.597539], [-0.410091, 5.053473, 2.331806], [0.040371, 6.159776, 1.561209], [-0.300308, 6.041687, 0.249138], [-1.187256, 4.610699, -0.054240], [-3.654138, 0.756355, 1.832539], [-6.216566, 1.318495, 1.576500], [-6.597466, 3.921881, 1.490797], [-0.146894, 1.143760, 3.687177], [-0.247842, 1.346249, 6.327785], [-1.980070, 3.179473, 7.052583], [-0.249512, 4.953238, 3.395087], [0.587168, 6.998476, 1.967162], [-0.085804, 6.726879, -0.555175]], "forces_ev_per_a": [[0.91, -0.37, 0.42], [-0.03, 0.02, -0.02], [0.02, -0.05, -0.12], [-0.22, -0.07, 0.13], [0.11, 0.10, -0.10], [-0.06, 0.00, -0.06], [0.05, 0.05, 0.05], [-0.01, -0.16, 0.04], [0.01, 0.01, 0.11], [-0.06, -0.06, -0.06], [-0.03, -0.04, -0.01], [-0.01, 0.03, 0.01], [-0.02, 0.03, 0.03], [0.00, 0.04, -0.08], [0.02, 0.00, 0.01], [0.02, -0.01, -0.01], [-0.01, 0.01, 0.01], [-0.04, -0.03, 0.00], [-0.03, -0.01, 0.02], [0.00, -0.02, 0.00], [0.00, 0.02, -0.01], [0.01, 0.01, 0.01], [0.00, 0.00, 0.01], [0.02, -0.03, 0.00], [0.02, -0.01, 0.00], [0.02, 0.00, 0.04], [0.02, 0.04, -0.07], [-0.04, 0.02, 0.13], [-0.02, 0.00, -0.03], [0.02, -0.01, 0.04], [-0.03, -0.01, -0.02], [-0.04, -0.04, -0.14], [0.11, -0.02, 0.04], [-0.13, 0.08, -0.02], [0.05, -0.03, 0.04], [0.01, -0.02, -0.02], [-0.02, 0.01, -0.01], [0.01, 0.00, 0.02], [0.01, 0.01, -0.04], [-0.04, 0.03, 0.03], [0.10, -0.20, 0.10], [-0.06, -0.04, 0.05], [-0.21, -0.13, -0.21], [-0.01, -0.01, 0.00], [0.03, 0.00, 0.00], [0.00, 0.02, 0.00], [0.00, -0.01, 0.02], [-0.01, 0.00, -0.02], [0.03, 0.03, 0.00], [0.00, 0.00, 0.00], [0.02, 0.01, 0.00], [0.00, 0.00, -0.01], [0.00, 0.00, 0.02], [0.01, -0.01, 0.01], [0.01, -0.01, 0.00], [-0.03, 0.01, -0.01], [0.08, 0.01, 0.00], [-0.20, 0.55, -0.54], [-0.13, 0.08, 0.03], [0.00, -0.02, 0.02], [0.01, 0.01, -0.01], [-0.01, -0.01, 0.02], [-0.22, 0.27, -0.04], [0.00, -0.13, 0.13], [-0.01, -0.02, -0.04], [0.07, 0.02, 0.00], [0.00, 0.01, 0.02], [-0.01, 0.03, -0.02], [0.04, -0.01, -0.02], [0.04, 0.01, 0.04], [-0.02, -0.01, -0.08], [-0.03, 0.02, 0.04], [-0.02, 0.01, 0.02], [0.04, -0.01, 0.05], [-0.11, 0.11, 0.10], [-0.01, -0.08, 0.02], [0.09, -0.02, -0.07], [-0.10, 0.06, 0.01], [0.08, -0.09, -0.02], [-0.01, 0.00, -0.01], [-0.02, -0.02, 0.01], [-0.02, 0.01, 0.00], [0.00, 0.01, 0.00], [0.01, -0.01, 0.02], [0.00, 0.01, 0.03], [0.00, 0.00, 0.01], [0.01, 0.02, 0.00], [-0.02, 0.04, -0.01]], "mulliken_charge": [-0.878, -2.095, 1.080, 0.196, -0.509, 0.217, -0.457, -0.315, 0.687, -0.790, -0.890, -0.839, -0.026, 0.420, 0.539, 0.332, 0.475, 0.219, 0.264, 0.301, 0.372, 0.422, 0.547, 0.053, -1.100, 0.446, -0.626, -0.755, 0.925, -1.086, -0.512, -0.716, 0.102, 0.495, -0.075, 0.094, -0.832, -0.781, -0.258, -0.433, 0.288, 0.813, -1.064, 0.341, 0.359, 0.095, 0.450, 0.401, 0.435, 0.298, 0.661, 0.476, 0.442, 0.390, 0.431, -0.888, 0.570, 0.719, -0.719, 0.180, 0.196, 0.270, 1.130, 3.326, -0.633, 0.290, -0.659, -0.750, -0.122, -0.735, -0.314, -1.212, -0.704, -0.033, -0.564, -0.462, -0.955, -0.728, 0.116, -0.123, 0.403, 0.464, 0.430, 0.453, 0.470, 0.610, 0.404, 0.543], "homo_lumo_gap_ha": [0.2155, 0.2155], "spin_multiplicity": 1}


2.
{"formula": "C5H36N2O12", "method": "wB97M-V/def2-TZVPD", "symbols": ["C", "N", "C", "N", "C", "C", "C", "O", "H", "H", "H", "H", "H", "H", "H", "H", "H", "H", "H", "H", "H", "H", "H", "H", "O", "H", "H", "O", "H", "H", "O", "H", "H", "O", "H", "H", "O", "H", "H", "O", "H", "H", "O", "H", "H", "O", "H", "H", "O", "H", "H", "O", "H", "H", "O"], "coordinates": [[0.909171, -1.035249, -2.378865], [-0.331806, -0.659482, -1.688093], [-1.103939, 0.397479, -2.346967], [-2.166346, 1.045443, -1.586397], [1.791592, -1.980610, -1.588465], [2.825057, -1.266406, -0.682257], [4.116583, -1.041754, -1.500703], [3.075403, -1.932577, 0.521368], [0.663986, -1.485379, -3.346449], [1.536508, -0.168141, -2.666241], [-0.038073, -0.333023, -0.787492], [-0.421298, 1.170630, -2.723960], [-1.559122, -0.088384, -3.213662], [-2.684932, 0.308083, -1.124708], [-1.823125, 1.746435, -0.946105], [2.320033, -2.521743, -2.381258], [1.122014, -2.735921, -1.168655], [2.603788, -0.223545, -0.344852], [4.025757, -0.806310, -2.575374], [4.716256, -0.257565, -1.055206], [4.651790, -1.998833, -1.513113], [3.396191, -2.824614, 0.624240], [-0.789390, -1.209414, 2.445559], [-0.949862, -2.494235, 3.160469], [-1.489895, -1.761816, 2.853193], [1.596066, -1.326170, 1.353227], [0.495984, -0.218670, 0.956535], [0.725844, -0.943325, 1.570227], [1.883823, 2.431993, -2.784274], [1.173000, 2.883896, -4.043842], [1.536223, 2.100920, -3.621007], [-3.394540, 0.833927, 2.915855], [-2.542912, -0.124814, 3.657786], [-2.703725, 0.832870, 3.612592], [-0.463055, -2.239011, 0.496746], [-0.915286, -2.315272, 1.936703], [-0.931138, -2.833353, 1.114375], [-3.110430, 0.706130, 0.871651], [-3.859191, -0.686613, 1.401873], [-3.857390, 0.293407, 1.317878], [-0.661371, 2.725753, -2.372367], [0.183196, 3.001940, -1.091682], [-0.154562, 3.406795, -1.909556], [2.486955, 3.417863, -0.435736], [3.653638, 2.516587, -0.885091], [2.708270, 2.496747, -0.625460], [0.017306, 2.570290, 3.758547], [-1.448215, 2.037553, 3.386758], [-0.633353, 2.483881, 3.069126], [-0.305886, 1.782895, 1.398151], [1.173237, 1.587080, 0.831564], [0.235310, 1.594217, 0.599948], [-4.055044, -2.396475, 0.465240], [-2.631495, -2.704446, 1.129451], [-3.540884, -2.325323, 1.288162]], "forces_ev_per_a": [[-0.04, 0.82, -0.84], [0.33, -0.35, 0.40], [0.15, 0.21, -0.60], [0.48, -0.97, -0.43], [-0.41, 0.03, -0.67], [0.45, 0.30, -1.65], [0.22, -0.77, -0.28], [-0.17, 0.82, 1.96], [-0.23, -0.13, 0.16], [-0.35, 0.06, 0.15], [-0.11, 0.48, 0.41], [-0.10, -0.37, -0.12], [-0.03, 0.16, -0.10], [-0.28, 0.31, 0.21], [0.05, -0.19, 0.27], [0.40, -0.10, 0.36], [0.31, 0.15, 0.80], [-0.87, -0.88, -0.31], [-0.66, 0.14, 0.52], [0.34, -0.07, 0.21], [0.25, 0.19, 0.20], [0.11, -0.41, -1.11], [0.10, 1.49, 1.05], [-0.27, -0.28, 1.96], [-0.83, 2.90, 4.78], [-0.04, -0.01, -0.11], [0.47, -0.04, 0.41], [0.00, 0.73, 0.16], [-0.17, -0.02, 0.10], [-0.04, 0.06, 0.04], [0.49, -0.18, -0.37], [0.11, 0.21, -0.01], [0.34, 0.29, 0.23], [-0.32, -0.36, 0.18], [-0.40, -0.91, 0.02], [-0.06, -1.85, -3.23], [1.28, -2.29, -4.33], [-0.01, -0.87, -0.01], [1.10, 0.09, -0.42], [-1.11, 1.04, 0.17], [0.18, 0.31, 0.30], [-0.41, -0.18, -0.32], [0.02, 0.51, 0.43], [0.03, -0.05, -0.02], [-0.78, -0.02, 0.26], [0.81, 0.08, -0.27], [-0.02, -0.14, 0.47], [0.31, -0.25, 0.35], [-0.35, 0.19, -0.89], [0.78, 0.31, 0.27], [-0.19, 0.38, 0.25], [-0.33, -0.27, -0.57], [0.46, -0.35, 0.37], [-0.36, 0.42, -0.21], [-0.64, -0.35, -0.59]], "mulliken_charge": [-0.279, 0.022, -0.678, -0.556, -1.096, 1.234, -1.643, -0.625, 0.473, 0.023, 0.144, 0.225, 0.366, 0.255, 0.306, 0.492, 0.366, -0.278, 0.336, 0.414, 0.401, 0.307, 0.603, 0.501, -0.609, 0.402, 0.093, -0.648, 0.349, 0.320, -0.642, 0.410, 0.299, -0.770, 0.445, 0.101, -1.030, 0.294, 0.465, -0.762, 0.420, 0.235, -0.710, 0.280, 0.252, -0.549, 0.265, 0.395, -0.691, 0.301, 0.188, -0.385, 0.298, 0.442, -0.769], "homo_lumo_gap_ha": 0.3271, "spin_multiplicity": 1}


Values for maximum force, eV/Å, ordered as above
1.067 5.654